Entry 1:
Computed, not measured: a molecular structure, C8H24BF5KO4 at a distorted geometry, with ωB97M-V/def2-TZVPD.

Geometry as XYZ:
```
43
Properties=species:S:1:pos:R:3:lowdin_charge:R:1
K -0.92 -0.51 -0.31 1.10
F -3.30 -0.51 -1.91 0.15
F -3.77 1.57 -2.11 0.13
F -2.46 0.96 -0.32 -0.06
F -0.34 -1.14 -2.35 -0.36
F -1.73 0.85 -2.39 0.11
O 0.71 -2.49 -1.24 -0.09
O 0.45 0.71 0.96 -0.25
O -0.02 1.79 -2.97 -0.03
O -0.66 -1.84 1.01 -0.35
C -1.11 -0.97 3.21 -0.06
C 1.44 -1.86 -0.20 -0.39
C 1.58 0.74 -1.55 -0.10
C 0.34 1.51 -1.60 -0.32
C -1.36 2.21 0.75 -0.07
C 2.89 -1.68 -0.61 -0.08
C -0.36 -1.97 2.38 -0.28
C 0.01 1.97 1.37 -0.27
B -2.80 0.73 -1.60 -1.49
H -0.77 -2.72 0.64 0.12
H -1.73 3.23 0.85 0.10
H 0.72 -1.85 2.42 0.11
H -2.12 1.59 1.21 0.10
H 1.66 -0.17 -2.15 0.08
H 0.09 2.00 2.46 0.11
H 0.64 2.74 0.94 0.11
H -0.78 0.04 2.95 0.05
H 0.49 2.53 -3.31 0.08
H 1.70 0.29 -0.57 0.03
H -0.46 1.06 -1.02 -0.01
H -2.19 -0.87 3.14 0.09
H -0.92 -1.14 4.27 0.08
H 1.37 0.63 1.22 0.12
H 1.03 -0.91 0.15 0.02
H 2.90 -1.07 -1.51 0.06
H 0.53 2.38 -0.97 0.11
H 1.34 -2.55 0.64 0.10
H 0.39 -1.90 -1.93 -0.18
H 3.50 -1.07 0.06 0.07
H -0.42 -2.98 2.78 0.12
H 3.33 -2.67 -0.61 0.08
H -1.32 2.01 -0.32 0.06
H 2.43 1.33 -1.87 0.10
```

Values from the calculation:
Multiplicity: 1
Net charge: -1
Kohn-Sham gap in eV: 7.03
LUMO in eV: 2.06

---

Entry 2:
Computed, not measured: a molecular structure, C8H24BNOP2W at a distorted geometry, with ωB97M-V/def2-TZVPD.

Geometry as XYZ:
```
38
Properties=species:S:1:pos:R:3:lowdin_charge:R:1
W -0.07 -0.04 -0.01 0.90
P -0.62 0.78 -2.15 0.65
P -0.08 -1.22 2.03 0.65
O 0.56 2.81 1.28 0.22
N 1.99 0.71 0.10 -0.12
C 0.36 0.18 -3.57 -0.24
C -0.64 2.61 -2.39 -0.21
C -2.34 0.30 -2.61 -0.25
C -1.64 -2.19 2.21 -0.25
C -0.05 -0.23 3.58 -0.21
C 1.22 -2.48 2.31 -0.23
C 3.17 1.02 0.09 0.02
C 0.36 1.76 0.80 -0.24
B 4.57 1.48 0.14 -0.22
H 1.22 -3.18 1.47 0.06
H 1.25 -0.04 -0.98 0.03
H -2.50 -1.50 2.18 0.05
H 2.19 -1.98 2.36 0.06
H -1.79 0.17 0.32 -0.01
H 5.12 1.12 1.18 0.09
H 0.38 3.00 -2.24 0.06
H 0.90 0.33 3.63 0.06
H -3.04 0.73 -1.88 0.05
H -0.05 0.54 -4.52 0.07
H -2.58 0.66 -3.62 0.07
H 5.22 1.02 -0.80 0.12
H 1.04 -3.03 3.25 0.07
H -1.64 -2.74 3.16 0.07
H 4.64 2.70 0.08 0.14
H 0.36 -0.91 -3.56 0.06
H -1.30 3.07 -1.65 0.06
H -2.42 -0.79 -2.57 0.05
H -0.99 2.87 -3.40 0.08
H -0.14 -0.87 4.47 0.08
H -1.72 -2.89 1.37 0.06
H -0.87 0.50 3.57 0.06
H 1.43 -0.63 0.24 0.04
H 1.40 0.54 -3.47 0.06
```

Values from the calculation:
Multiplicity: 3
Net charge: +2
Kohn-Sham gap (spin up / spin down) in eV: 7.95 / 5.25
⟨S²⟩: 2.05
LUMO (spin up / spin down) in eV: -9.06 / -11.73

---

Entry 3:
Computed, not measured: a molecular structure, C8H24ClGaO4PS at a distorted geometry, with ωB97M-V/def2-TZVPD.

Geometry as XYZ:
```
40
Properties=species:S:1:pos:R:3:lowdin_charge:R:1
Ga -0.72 2.25 -2.78 -0.10
Cl 1.09 3.58 -3.15 -0.10
S -1.32 -1.05 -1.75 0.15
P -0.19 -0.04 -3.01 0.11
O 1.70 4.43 0.68 -0.16
O 1.41 -0.38 -2.67 -0.30
O -3.03 -4.18 1.43 -0.16
O -0.53 -0.64 -4.55 -0.32
C -2.98 -5.57 1.66 -0.30
C 3.01 4.40 0.15 -0.29
C -2.46 -3.74 0.20 -0.30
C 1.60 4.42 2.09 -0.29
C -1.58 -6.15 1.69 -0.09
C 2.27 5.61 2.76 -0.09
C 3.81 3.17 0.56 -0.08
C -3.13 -4.32 -1.03 -0.09
H 3.55 5.32 0.42 0.10
H -1.39 -3.93 0.18 0.10
H 2.12 5.56 3.84 0.07
H -3.60 -6.10 0.92 0.10
H 3.35 5.62 2.58 0.06
H -3.46 -5.73 2.63 0.11
H 2.90 4.41 -0.93 0.08
H 3.96 3.12 1.64 0.06
H 1.84 0.45 -2.52 0.00
H 1.86 6.54 2.38 0.08
H -1.06 -6.02 0.73 0.07
H -3.03 -5.41 -1.08 0.06
H 1.98 3.48 2.49 0.11
H 3.29 2.27 0.25 0.08
H -1.22 2.46 -1.28 -0.11
H -1.61 -7.21 1.91 0.07
H 4.79 3.19 0.09 0.07
H 0.53 4.45 2.30 0.12
H -4.20 -4.09 -1.03 0.08
H -2.58 -2.66 0.19 0.07
H -2.68 -3.91 -1.93 0.05
H -1.48 -0.54 -4.61 0.01
H -0.98 -5.64 2.45 0.08
H -1.83 2.59 -3.88 -0.13
```

Values from the calculation:
Multiplicity: 1
Net charge: -1
Kohn-Sham gap in eV: 7.81
LUMO in eV: 2.90

---

Entry 4:
Computed, not measured: a molecular structure, C8H24ClI2OP2Tb at a distorted geometry, with ωB97M-V/def2-TZVPD.

Geometry as XYZ:
```
39
Properties=species:S:1:pos:R:3:lowdin_charge:R:1
Tb 0.02 -0.20 -0.29 1.21
I 0.01 -1.79 -5.90 0.00
I 0.01 0.91 -6.23 0.03
Cl -0.01 0.19 2.16 0.00
P -2.78 0.10 0.12 0.65
P 2.77 0.04 0.13 0.64
O 0.06 -2.37 -0.09 -0.35
C 3.66 -0.15 -1.45 -0.27
C 3.33 1.60 0.91 -0.25
C 3.43 -1.27 1.24 -0.25
C -3.37 -1.27 1.21 -0.26
C 0.39 -3.19 1.18 -0.19
C -3.38 1.65 0.90 -0.25
C -0.77 -4.07 1.52 -0.04
C -3.67 -0.13 -1.46 -0.27
H -1.08 -4.67 0.67 0.10
H -3.15 -2.23 0.71 0.04
H -2.85 1.77 1.86 0.04
H 0.02 -3.01 -0.86 0.16
H 2.79 1.71 1.86 0.05
H 3.37 0.68 -2.12 0.06
H -4.76 -0.14 -1.40 0.07
H 1.32 -3.71 0.95 0.13
H -1.59 -3.45 1.88 0.07
H 0.56 -2.40 1.93 0.06
H 3.08 2.43 0.23 0.06
H -3.13 2.49 0.24 0.05
H -2.84 -1.20 2.17 0.04
H 3.27 -2.25 0.76 0.04
H 4.40 1.62 1.11 0.07
H -4.46 -1.25 1.42 0.07
H 4.75 -0.15 -1.34 0.07
H -3.38 0.68 -2.15 0.05
H -3.35 -1.09 -1.89 0.05
H 2.89 -1.21 2.20 0.05
H 3.36 -1.11 -1.90 0.05
H -4.45 1.71 1.11 0.07
H 4.51 -1.12 1.44 0.07
H -0.47 -4.72 2.34 0.11
```

Values from the calculation:
Energy above the lowest of the compared OMol25 structures with the same formula, charge and spin in eV: 0.000
Multiplicity: 7
Net charge: +2
Kohn-Sham gap (spin up / spin down) in eV: 6.53 / 6.98
⟨S²⟩: 12.70
LUMO (spin up / spin down) in eV: -7.49 / -7.05

---

| no. | DFT total energy (a.u.) |
| --- | --- |
| 1 | -1744.1676 |
| 2 | -1222.9308 |
| 3 | -3744.8223 |
| 4 | -2956.7255 |